# 1
This record from the OMol25 dataset describes a structure of composition C15H42MgNO10S6. The level of theory is ωB97M-V/def2-TZVPD.

As for the highest occupied orbital energy: -10.26 eV. The lowest unoccupied orbital energy is -8.3967 eV. The charge is +1. As for the orbital gap: 0.069 hartree.

Structure (XYZ):
```
75
Properties=species:S:1:pos:R:3:lowdin_charge:R:1
Mg -1.65767 0.31340 4.70789 1.276
N -0.18111 0.75201 0.08890 -0.673
O 0.94043 0.36935 0.13148 0.141
O -0.88942 0.52851 1.06609 0.049
O -0.66894 1.31068 -0.84547 0.151
C 8.44047 6.54999 -1.81562 -0.253
S 7.30557 5.54829 -0.73207 0.834
O 6.01942 6.33853 -0.41065 -0.595
C 6.68674 4.39139 -2.00610 -0.272
H 9.12782 7.10488 -1.17707 0.039
H 7.95650 7.19475 -2.54922 0.060
H 9.11912 5.81314 -2.24526 0.040
H 6.18176 5.01583 -2.74312 0.053
H 5.92379 3.75277 -1.56095 0.046
H 7.48243 3.78057 -2.43257 0.047
C 4.38245 1.54246 7.46007 -0.257
S 3.89794 0.95228 5.76377 0.838
O 2.39461 1.14356 5.76335 -0.634
C 4.73673 2.40174 4.88599 -0.231
H 3.89294 2.49834 7.64658 0.055
H 5.44355 1.68035 7.66780 0.051
H 4.13497 0.77117 8.18941 0.043
H 4.59692 2.26005 3.81431 0.042
H 5.77354 2.52069 5.20060 0.054
H 4.12348 3.27241 5.11826 0.049
C 0.18689 -5.18125 1.77480 -0.259
S 0.02666 -5.17714 3.60714 0.848
O -0.43507 -3.78547 4.05826 -0.620
C 1.78918 -5.40989 4.09853 -0.257
H 0.96960 -4.54648 1.35943 0.063
H -0.83846 -5.05847 1.42599 0.043
H 0.10748 -6.14770 1.27703 0.054
H 1.90038 -5.22809 5.16750 0.046
H 2.54081 -4.72995 3.69750 0.055
H 2.07712 -6.42663 3.83127 0.053
C -5.63554 4.70239 -2.93842 -0.257
S -6.89213 4.79872 -1.58536 0.853
O -7.81595 3.59543 -1.89461 -0.593
C -5.95140 4.39871 -0.03158 -0.271
H -6.21633 4.96119 -3.82375 0.045
H -5.09694 3.77357 -3.12626 0.055
H -4.83286 5.40874 -2.72655 0.043
H -5.27579 3.54902 -0.12999 0.042
H -6.53362 4.23543 0.87531 0.045
H -5.22557 5.14905 0.28192 0.039
C 7.08606 -3.51393 -4.94764 -0.253
S 5.52849 -3.81454 -3.97998 0.846
O 6.00578 -3.83404 -2.48480 -0.609
C 4.77135 -2.16675 -4.31318 -0.270
H 6.73523 -3.44404 -5.97727 0.042
H 7.80838 -4.32222 -4.83344 0.051
H 7.55945 -2.61459 -4.55369 0.052
H 3.79549 -2.03298 -3.84638 0.046
H 4.64771 -2.13375 -5.39564 0.043
H 5.41574 -1.36750 -3.94704 0.053
C -6.92972 -3.11741 2.82286 -0.267
S -6.90895 -1.70542 3.97353 0.859
O -5.61417 -0.92358 3.78243 -0.638
C -7.98348 -0.72132 2.83915 -0.262
H -7.92021 -3.57144 2.85275 0.060
H -6.04184 -3.69137 3.08807 0.050
H -6.87725 -2.78468 1.78621 0.055
H -7.52252 -0.46899 1.88419 0.067
H -8.46010 0.12381 3.33583 0.048
H -8.91944 -1.24421 2.64250 0.050
C -3.92288 -2.80031 -4.33778 -0.026
C -5.42078 -2.71070 -4.65253 -0.486
O -6.22408 -3.47916 -4.14270 0.050
C -5.88422 -1.66458 -5.63783 -0.024
H -3.45849 -3.31041 -5.18172 0.084
H -3.72403 -3.41754 -3.46167 0.075
H -3.47770 -1.81593 -4.19313 0.073
H -5.47267 -0.72893 -5.25930 0.077
H -6.92474 -1.47733 -5.37260 0.083
H -5.67895 -1.93455 -6.67373 0.093
```

# 2
This record from the OMol25 dataset describes a cluster of 7 separate species, C15H42N9O7 in total. The level of theory is ωB97M-V/def2-TZVPD.

As for the highest occupied orbital energy: -4.79 eV. The lowest unoccupied orbital energy is 2.0688 eV. The charge is -1. As for the orbital gap: 0.252 hartree.

Structure (XYZ):
```
73
Properties=species:S:1:pos:R:3:lowdin_charge:R:1
O -1.72094 0.79705 -1.55538 -0.639
H -0.88284 1.04644 -1.11957 -0.212
C 4.94147 -0.38153 4.98776 -0.029
C 3.61996 -0.34157 4.19433 -0.536
C 3.84519 0.44068 2.84979 -0.153
C 4.75476 -0.24584 1.90538 -0.218
C 4.30411 -1.68046 1.70272 -0.098
C 3.14467 -2.30920 2.69533 -0.418
N 3.26234 -1.69507 3.99694 -0.153
O 2.69083 -2.37579 5.05127 0.018
C 1.71912 -2.07337 2.13713 -0.030
C 3.42847 -3.82516 2.54053 -0.065
C 2.60188 0.48958 4.94789 -0.030
H 4.73528 -0.75586 5.99049 0.078
H 5.39036 0.60962 4.92278 0.081
H 5.65251 -1.05421 4.50816 0.080
H 2.88578 0.75429 2.43837 0.117
H 4.39165 1.36373 3.04330 0.116
H 5.78101 -0.10226 2.24348 0.106
H 4.76635 0.26831 0.94433 0.111
H 5.17667 -2.31603 1.55174 0.102
H 3.87072 -1.61258 0.70489 0.107
H 1.26743 -2.71031 1.37662 0.077
H 0.88473 -1.97120 2.83101 0.082
H 1.74123 -1.10166 1.64377 0.068
H 3.00481 -4.52452 3.26130 0.070
H 3.28157 -4.23620 1.54176 0.086
H 4.41973 -4.13485 2.87160 0.067
H 2.43580 0.01320 5.91410 0.079
H 1.69586 0.44993 4.34320 0.090
H 2.90593 1.52295 5.11463 0.090
H 3.35744 -2.76562 5.62160 0.101
C -1.98184 5.70701 -2.14631 -0.798
O -2.14013 6.88443 -2.02887 0.036
N -0.82561 5.08396 -2.52143 0.143
N -2.88449 4.85254 -1.83692 0.169
H -0.00964 5.66430 -2.65367 0.096
H -0.68498 4.09914 -2.69598 0.093
H -2.65611 3.87911 -1.97967 0.098
H -3.76839 5.20241 -1.49573 0.125
C 1.01838 0.63655 -5.98043 -0.835
O 1.50402 0.71569 -7.08395 0.026
N 1.52953 -0.01113 -4.98898 0.151
N -0.16627 0.98488 -5.64307 0.173
H 2.41265 -0.49861 -5.03961 0.121
H 0.99196 -0.18338 -4.15146 0.108
H -0.74725 1.45493 -6.32249 0.131
H -0.33704 0.53458 -4.75528 0.101
C -7.00561 1.47479 -2.78136 -0.812
O -8.10880 1.49463 -3.30311 0.013
N -5.95210 1.04659 -3.39049 0.169
N -6.77769 1.66557 -1.52667 0.161
H -5.81162 1.10240 -4.38912 0.123
H -5.14188 0.93456 -2.79797 0.107
H -5.93871 1.30007 -1.09936 0.112
H -7.55238 1.73505 -0.88237 0.120
C -2.67795 1.88203 3.00548 -0.848
O -2.90508 2.14970 4.16980 0.010
N -1.94129 2.56148 2.23847 0.175
N -3.12830 0.86718 2.35697 0.167
H -1.32305 3.34016 2.41602 0.130
H -1.91478 2.14569 1.31841 0.094
H -2.84520 0.80775 1.38927 0.094
H -3.65044 0.14579 2.83351 0.123
C -2.03073 -4.76534 -4.11798 -0.090
C -2.79330 -3.52084 -3.76374 -0.337
O -2.81625 -3.31062 -2.35152 -0.084
H -2.83886 -5.26613 -4.65113 0.071
H -1.54867 -5.28851 -3.29214 0.075
H -1.10129 -4.48577 -4.61404 0.067
H -3.83226 -3.54950 -4.09215 0.102
H -2.32989 -2.64885 -4.22525 0.106
H -2.64250 -2.36680 -2.32695 0.066
```

# 3
This record from the OMol25 dataset describes a cluster of 7 separate species, C15H44F18N4O4P3 in total. The level of theory is ωB97M-V/def2-TZVPD.

As for the highest occupied orbital energy: -12.46 eV. The lowest unoccupied orbital energy is -3.4108 eV. The charge is +1. As for the orbital gap: 0.333 hartree.

Structure (XYZ):
```
88
Properties=species:S:1:pos:R:3:lowdin_charge:R:1
C -3.20868 -17.53114 -2.47735 -0.025
C -3.72640 -18.75391 -3.18290 -0.303
C -4.84743 -18.46819 -4.15149 -0.230
O -5.35977 -19.63273 -4.68706 -0.192
C -6.44202 -19.48605 -5.59417 -0.065
N -2.57352 -19.38041 -3.97706 0.231
H -2.82967 -20.21350 -4.50949 0.174
H -2.05647 -18.68438 -4.51980 0.174
H -1.86395 -19.66998 -3.29424 0.175
H -2.41128 -17.81558 -1.78552 0.100
H -3.98267 -17.09196 -1.84968 0.105
H -2.83384 -16.74223 -3.13139 0.100
H -3.97254 -19.55500 -2.48457 0.154
H -4.44816 -17.76247 -4.90343 0.147
H -5.63333 -17.93228 -3.59788 0.136
H -6.74623 -20.47130 -5.92817 0.079
H -6.16238 -18.94864 -6.50897 0.098
H -7.19005 -18.91212 -5.03958 0.092
C -9.47713 -12.72471 2.13544 -0.020
C -10.08777 -12.76615 0.74701 -0.318
C -9.23464 -13.42140 -0.29230 -0.180
O -9.26538 -14.80656 0.01628 -0.210
C -8.57249 -15.63040 -0.87840 -0.099
N -11.39975 -13.48400 0.80264 0.232
H -11.94143 -13.26176 -0.03352 0.174
H -11.15188 -14.49649 0.79870 0.134
H -11.99610 -13.19686 1.57630 0.177
H -9.61837 -13.66667 2.67413 0.096
H -9.89196 -11.96670 2.79955 0.091
H -8.40522 -12.56048 2.04254 0.094
H -10.26485 -11.73443 0.43367 0.154
H -8.18010 -13.12885 -0.23752 0.138
H -9.54817 -13.30608 -1.33933 0.136
H -7.55087 -15.28572 -1.06712 0.092
H -9.12938 -15.82460 -1.80431 0.098
H -8.52434 -16.61135 -0.40654 0.072
C -13.56212 -22.07194 -5.25367 -0.032
C -12.76422 -21.10436 -6.05234 -0.295
C -11.37909 -20.80248 -5.54162 -0.212
O -10.65250 -21.99488 -5.54858 -0.168
C -9.28255 -21.84338 -5.26053 -0.086
N -12.65627 -21.67237 -7.48756 0.230
H -11.92368 -22.37879 -7.57743 0.168
H -13.57470 -22.04843 -7.72220 0.165
H -12.46873 -20.92028 -8.15070 0.167
H -14.60133 -22.19732 -5.55532 0.097
H -13.59278 -21.69545 -4.22046 0.108
H -13.10820 -23.03697 -5.00844 0.105
H -13.25817 -20.13994 -6.18568 0.158
H -11.55136 -20.52632 -4.48860 0.132
H -10.90367 -19.93022 -6.00784 0.137
H -9.01395 -21.22749 -4.39754 0.076
H -8.76714 -21.53910 -6.17940 0.083
H -8.87893 -22.82490 -5.00493 0.110
C -9.70473 -19.40921 -1.09630 0.034
C -8.42855 -19.69972 -1.78180 -0.381
O -7.73792 -18.90729 -2.36139 0.104
N -7.91747 -21.09002 -1.58875 0.083
H -7.84336 -21.34772 -0.57692 0.108
H -8.70368 -21.63060 -2.00285 0.136
C -6.65430 -21.42091 -2.26999 -0.001
H -9.49487 -18.92234 -0.13602 0.098
H -10.29394 -20.28537 -0.80945 0.084
H -10.31837 -18.75956 -1.71646 0.107
H -5.96303 -20.58985 -2.10767 0.073
H -6.83385 -21.39064 -3.33968 0.080
H -6.17607 -22.26279 -1.78379 0.095
P -11.48926 -17.37906 2.02366 0.153
F -10.44204 -17.79079 3.19044 -0.160
F -11.31964 -15.77771 2.47264 -0.215
F -10.13113 -17.15381 1.09830 -0.208
F -12.41273 -16.88145 0.80519 -0.159
F -11.59966 -18.88657 1.55513 -0.116
F -12.67325 -17.54195 3.06248 -0.119
P -11.40200 -23.28885 -1.68350 0.185
F -13.01745 -23.16861 -1.64173 -0.164
F -11.34733 -22.47949 -0.26443 -0.166
F -11.49109 -24.65548 -0.87623 -0.115
F -9.76665 -23.14184 -1.63750 -0.188
F -11.36260 -24.09263 -3.06072 -0.141
F -11.40990 -21.83868 -2.51213 -0.214
P -7.36941 -23.06294 1.17517 0.170
F -8.61758 -23.91616 1.68931 -0.119
F -6.38205 -24.28347 1.52627 -0.146
F -7.50765 -23.63285 -0.34052 -0.163
F -6.12059 -22.14834 0.59002 -0.193
F -8.42834 -21.84509 0.85099 -0.163
F -7.12586 -22.42553 2.62451 -0.135
```